DFT (wB97M-V/def2-TZVPD) results for a structure of composition C16H9Br2MgNO2.

```
31
C16H9Br2MgNO2 (wB97M-V/def2-TZVPD)
Mg 1.680 0.732 -0.275
Br 0.705 3.651 1.528
C 1.191 2.092 2.490
C 0.972 1.994 3.849
C 1.340 0.804 4.469
C 1.892 -0.222 3.720
C 2.078 -0.023 2.363
N 1.739 1.128 1.770
C 2.610 -1.118 1.417
O 2.804 -2.222 1.888
O 2.757 -0.720 0.208
H 0.529 2.814 4.395
H 1.186 0.683 5.533
H 2.172 -1.174 4.147
Br 1.950 0.770 -2.915
C 0.177 0.012 -3.094
C -0.182 -0.340 -4.362
C -1.455 -0.893 -4.591
C -2.315 -1.072 -3.547
C -1.946 -0.716 -2.229
C -2.835 -0.918 -1.149
C -2.471 -0.579 0.122
C -1.199 -0.019 0.364
C -0.279 0.202 -0.636
C -0.661 -0.151 -1.961
H 0.507 -0.196 -5.183
H -1.734 -1.172 -5.598
H -3.301 -1.490 -3.711
H -3.806 -1.353 -1.353
H -3.152 -0.739 0.950
H -0.952 0.238 1.392
```

The gap between HOMO and LUMO comes out at 7.8 eV. The LUMO energy is -0.3 eV. The energy relative to the best compared isomer or geometry (same formula, charge and spin) comes out at 11.1 kcal/mol. The value obtained for the HOMO energy is -0.2967 Ha. As for the multiplicity: 1.

***

DFT (wB97M-V/def2-TZVPD) results for a cluster of 2 separate species, C5H13NO in total.

```
20
C5H13NO (wB97M-V/def2-TZVPD)
C 1.153 0.276 -1.213
C 0.020 0.793 -0.805
N -1.285 0.286 -1.336
C -0.122 1.612 0.535
C -0.164 0.741 1.769
C -1.261 -0.448 1.697
H 2.231 0.498 -0.743
H 1.291 -0.281 -2.168
H -1.981 0.928 -1.052
H -1.210 0.223 -2.319
H 0.436 2.582 0.599
H -1.148 2.001 0.410
H 0.807 0.298 1.874
H -0.350 1.241 2.777
H -2.362 -0.104 1.569
H -0.963 -1.014 0.801
H -1.173 -1.106 2.650
O 1.549 -2.630 -0.751
H 0.918 -1.790 -0.595
H 2.356 -2.281 -0.338
```

The gap between HOMO and LUMO comes out at 10.0 eV. The LUMO energy is 0.9 eV. The structure (SMILES) is C=C(N)CCC.O. The energy relative to the best compared isomer or geometry (same formula, charge and spin) comes out at 54.1 kcal/mol. The value obtained for the HOMO energy is -0.3330 Ha. As for the multiplicity: 1.

***

DFT (wB97M-V/def2-TZVPD) results for the molecule C22H28N2O5S.

```
58
C22H28N2O5S (wB97M-V/def2-TZVPD)
C 2.988 2.122 4.291
C 2.201 2.330 3.040
C 2.346 3.472 2.259
C 1.612 3.664 1.103
C 0.694 2.699 0.701
N -0.086 2.804 -0.453
C -0.066 3.766 -1.404
O 0.598 4.776 -1.390
C -1.033 3.451 -2.563
O -0.605 2.339 -3.350
C -0.912 1.106 -2.951
O -1.475 0.861 -1.907
C -0.503 0.090 -3.980
C -0.235 -1.302 -3.380
C -1.280 -2.199 -4.084
C -0.883 -2.227 -5.538
C -1.137 -1.028 -6.045
C -1.712 -0.183 -4.937
C -2.475 -1.241 -4.137
C 0.532 1.551 1.475
C 1.282 1.375 2.617
S 1.063 -0.116 3.599
O 2.324 -0.808 3.641
O 0.461 0.251 4.850
N -0.061 -0.973 2.695
C 0.508 -1.899 1.736
C 0.868 -3.240 2.373
C -0.348 -3.823 3.089
C -0.872 -2.818 4.112
C -1.201 -1.498 3.416
H 3.599 1.226 4.199
H 3.626 2.978 4.498
H 2.311 1.960 5.128
H 3.051 4.231 2.564
H 1.743 4.555 0.511
H -0.713 2.016 -0.612
H -2.035 3.257 -2.165
H -1.049 4.302 -3.245
H 0.339 0.496 -4.541
H 0.784 -1.638 -3.563
H -0.416 -1.289 -2.305
H -1.430 -3.164 -3.608
H -0.421 -3.069 -6.021
H -0.927 -0.659 -7.031
H -2.246 0.714 -5.241
H -3.322 -1.649 -4.686
H -2.797 -0.896 -3.157
H -0.182 0.795 1.188
H 1.398 -1.425 1.320
H -0.228 -2.042 0.936
H 1.226 -3.925 1.602
H 1.673 -3.070 3.090
H -0.078 -4.758 3.584
H -1.133 -4.042 2.360
H -1.763 -3.203 4.611
H -0.106 -2.625 4.866
H -1.488 -0.740 4.144
H -2.016 -1.636 2.697
```

The gap between HOMO and LUMO comes out at 9.1 eV. The LUMO energy is 0.5 eV. The structure (SMILES) is Cc1ccc(NC(=O)COC(=O)[C@H]2C[C@@H]3C=C[C@H]2C3)cc1S(=O)(=O)N1CCCCC1. The energy relative to the best compared isomer or geometry (same formula, charge and spin) comes out at 57.4 kcal/mol. The value obtained for the HOMO energy is -0.3133 Ha. As for the multiplicity: 1.

***

DFT (wB97M-V/def2-TZVPD) results for a cluster of 2 separate species, C3H7PS in total.

```
12
C3H7PS (wB97M-V/def2-TZVPD)
C 0.647 0.179 0.074
C -1.678 -0.550 0.204
C 0.776 1.063 -1.093
P 1.603 -1.218 0.785
S 1.012 0.571 1.776
H -1.876 -0.139 1.089
H -1.431 -1.569 0.539
H -2.189 -0.378 -0.689
H -0.199 1.550 -1.377
H 1.263 0.436 -1.819
H 1.531 1.956 -0.705
H 0.539 -1.901 1.215
```

The gap between HOMO and LUMO (alpha / beta) comes out at 8.1 / 8.2 eV. The LUMO energy (alpha / beta) is 0.3 / 0.2 eV. The energy relative to the best compared isomer or geometry (same formula, charge and spin) comes out at 90.5 kcal/mol. The value obtained for the HOMO energy (alpha / beta) is -0.2873 / -0.2935 Ha. As for the multiplicity: 1.

***

DFT (wB97M-V/def2-TZVPD) results for the molecule C20H18N2O7S2.

```
49
C20H18N2O7S2 (wB97M-V/def2-TZVPD)
C 2.045 -3.141 -2.263
C 2.376 -1.688 -2.503
O 3.426 -1.229 -2.107
O 1.448 -1.075 -3.307
C 1.443 0.344 -3.419
C 1.121 0.754 -4.841
C 0.717 1.987 -5.316
O 0.645 3.173 -4.635
C 0.852 3.361 -3.271
C 0.736 2.416 -2.262
C 1.034 2.747 -0.818
C 0.733 1.474 -0.009
S 2.231 0.647 0.682
S 1.358 -1.114 1.489
C -0.347 -0.957 0.856
C -1.352 -2.079 1.276
C -1.969 -1.494 2.508
C -2.701 -2.338 3.329
O -3.253 -2.098 4.563
C -2.755 -1.161 5.427
C -1.764 -0.224 5.299
C -0.971 0.101 4.079
O -0.611 1.456 4.381
C -1.672 -0.049 2.736
N -0.819 0.224 1.579
C -0.320 1.460 1.190
O -0.612 2.433 1.838
C -0.275 -0.684 -0.645
O -0.826 -1.405 -1.442
N 0.283 0.550 -1.067
C 0.370 0.984 -2.464
H 2.402 -3.509 -1.294
H 2.530 -3.782 -3.013
H 0.980 -3.274 -2.289
H 2.455 0.733 -3.145
H 1.169 0.002 -5.621
H 0.539 2.096 -6.394
H 1.053 4.354 -2.912
H 0.403 3.544 -0.408
H 2.117 3.028 -0.714
H -0.835 -3.029 1.425
H -2.106 -2.266 0.493
H -2.866 -3.362 3.029
H -3.256 -1.153 6.403
H -1.615 0.411 6.166
H -0.072 -0.548 4.080
H -0.271 1.926 3.570
H -2.565 0.547 2.716
H -0.634 0.906 -2.952
```

The gap between HOMO and LUMO comes out at 8.8 eV. The LUMO energy is 0.1 eV. The structure (SMILES) is CC(=O)O[C@H]1C=COC=C2C[C@@]34SS[C@]5(CC6=COC=C[C@H](O)[C@H]6N5C3=O)C(=O)N4[C@@H]21. The energy relative to the best compared isomer or geometry (same formula, charge and spin) comes out at 45.9 kcal/mol. The value obtained for the HOMO energy is -0.3187 Ha. As for the multiplicity: 1.

***

DFT (wB97M-V/def2-TZVPD) results for a structure of composition C14H15AlBeBrF5NO5PS.

```
45
C14H15AlBeBrF5NO5PS (wB97M-V/def2-TZVPD)
C -0.814 -1.443 2.024
S 0.046 0.199 1.849
O -0.139 0.858 0.300
C -1.490 0.732 -0.184
O -1.637 0.398 -1.381
C -2.801 0.932 0.683
C -4.090 0.144 0.242
C -5.362 0.306 1.114
C -5.388 1.217 2.395
C -4.122 2.043 2.823
C -2.865 1.872 1.945
P 2.186 -0.135 2.056
N 2.727 1.285 3.019
O 2.774 -0.053 0.448
H -1.723 -1.553 1.343
H -1.173 -1.501 3.113
H -0.007 -2.248 1.828
H -4.075 -0.548 -0.677
H -6.314 -0.266 0.832
H -6.323 1.294 3.036
H -4.085 2.721 3.739
H -1.875 2.408 2.190
H 3.752 1.361 2.865
H 2.266 2.144 2.629
H 3.759 -0.013 0.543
F -8.957 -4.007 -0.766
Al -8.375 -2.335 -0.681
F -6.625 -2.297 -0.998
F -8.691 -1.676 0.938
F -9.215 -1.351 -1.894
Be 3.812 2.979 3.542
C 4.613 0.394 -2.817
C 4.736 0.465 -4.158
C 5.735 -0.351 -4.877
O 5.848 -0.286 -6.085
C 6.591 -1.250 -4.072
C 6.471 -1.324 -2.743
C 5.476 -0.511 -2.015
O 5.365 -0.579 -0.807
H 3.886 0.982 -2.270
H 4.116 1.116 -4.762
H 7.316 -1.840 -4.618
H 7.092 -1.977 -2.143
Br 5.894 2.258 -1.946
F 1.689 -0.562 4.396
```

The gap between HOMO and LUMO comes out at 2.2 eV. The LUMO energy is -7.0 eV. The value obtained for the HOMO energy is -0.3383 Ha. As for the multiplicity: 1.

***

DFT (wB97M-V/def2-TZVPD) results for a cluster of 2 separate species, C3H7NO in total.

```
12
C3H7NO (wB97M-V/def2-TZVPD)
C -2.508 -1.040 -0.545
C 1.586 0.106 0.861
C 0.943 0.910 -0.274
N -2.321 0.048 -0.036
O 0.094 0.246 -1.042
H -3.433 -1.610 -0.418
H -1.765 -1.537 -1.175
H 2.183 -0.703 0.442
H 2.220 0.741 1.473
H 0.808 -0.332 1.483
H 1.742 1.355 -0.915
H 0.450 1.817 0.147
```

The gap between HOMO and LUMO (alpha / beta) comes out at 8.4 / 10.4 eV. The LUMO energy (alpha / beta) is -1.2 / -0.1 eV. The energy relative to the best compared isomer or geometry (same formula, charge and spin) comes out at 118.2 kcal/mol. The value obtained for the HOMO energy (alpha / beta) is -0.3513 / -0.3838 Ha. As for the multiplicity: 1.

***

DFT (wB97M-V/def2-TZVPD) results for a structure of composition C33H40ClIN3O3Si2TcTe.

```
85
C33H40ClIN3O3Si2TcTe (wB97M-V/def2-TZVPD)
Tc -0.754 1.602 0.433
O -2.097 0.192 0.904
C -3.393 0.193 0.728
C -4.129 -0.907 1.218
C -5.487 -0.980 1.061
C -6.201 0.042 0.406
C -5.511 1.117 -0.074
C -4.104 1.225 0.064
C -3.496 2.413 -0.452
N -2.239 2.713 -0.441
C -1.826 4.040 -0.958
C -0.480 4.402 -0.319
N 0.297 3.164 -0.465
C 1.100 3.110 -1.471
C 1.443 1.946 -2.241
C 2.386 2.104 -3.280
C 2.555 1.154 -4.251
C 1.711 0.031 -4.242
C 0.778 -0.143 -3.249
C 0.650 0.776 -2.188
O -0.177 0.483 -1.213
H -3.577 -1.688 1.726
H -6.022 -1.836 1.453
H -7.273 -0.024 0.289
H -6.038 1.916 -0.584
H -4.183 3.147 -0.879
H -2.591 4.791 -0.756
H -1.687 3.968 -2.038
H -0.595 4.650 0.732
H -0.018 5.244 -0.839
H 1.456 4.060 -1.876
H 2.973 3.016 -3.307
H 3.286 1.289 -5.037
H 1.791 -0.706 -5.032
H 0.128 -1.011 -3.232
Cl 0.475 2.484 7.219
C 0.500 1.923 5.579
C 1.312 0.891 5.229
C 1.363 0.426 3.896
I 2.524 -1.255 3.514
C 0.642 1.020 2.886
O 0.686 0.678 1.611
C -0.257 2.060 3.288
N -1.075 2.546 2.298
C -1.984 3.446 2.612
C -2.121 3.970 3.904
C -1.297 3.524 4.897
C -0.343 2.525 4.612
H 1.924 0.417 5.984
H -2.646 3.766 1.819
H -2.882 4.713 4.095
H -1.376 3.911 5.904
C 4.134 0.322 0.695
Si 4.166 -1.442 0.095
C 5.450 -1.628 -1.236
C 4.435 -2.746 1.402
C 2.525 -1.754 -0.809
Te 0.728 -1.962 0.278
C 0.403 -3.953 -0.356
Si -0.789 -4.139 -1.832
C 0.164 -3.866 -3.418
C -2.181 -2.917 -1.623
C -1.438 -5.876 -1.774
H 4.690 0.453 1.626
H 3.110 0.666 0.868
H 4.587 0.970 -0.060
H 6.445 -1.417 -0.833
H 5.273 -0.937 -2.064
H 5.465 -2.646 -1.637
H 4.966 -2.343 2.268
H 5.037 -3.564 0.998
H 3.493 -3.172 1.761
H 2.585 -2.649 -1.432
H 2.386 -0.893 -1.465
H -0.024 -4.475 0.507
H 1.377 -4.398 -0.575
H -0.274 -3.074 -4.030
H 0.150 -4.780 -4.016
H 1.210 -3.608 -3.236
H -1.823 -1.897 -1.441
H -2.810 -3.204 -0.775
H -2.821 -2.882 -2.509
H -0.634 -6.607 -1.890
H -2.150 -6.034 -2.590
H -1.956 -6.085 -0.834
```

The gap between HOMO and LUMO (alpha / beta) comes out at 7.3 / 5.2 eV. The LUMO energy (alpha / beta) is -2.6 / -4.5 eV. The energy relative to the best compared isomer or geometry (same formula, charge and spin) comes out at 15.0 kcal/mol. The value obtained for the HOMO energy (alpha / beta) is -0.3628 / -0.3569 Ha. As for the charge: +1. As for the multiplicity: 4.

***

DFT (wB97M-V/def2-TZVPD) results for a cluster of 2 separate species, C6H8IN3O3 in total.

```
21
C6H8IN3O3 (wB97M-V/def2-TZVPD)
N -1.213 -1.043 -2.088
C -0.941 -0.063 -1.133
C -0.179 1.111 -1.434
C 0.024 2.062 -0.507
I 1.011 3.861 -0.886
C -0.608 1.971 0.837
O -0.599 2.836 1.659
O -1.448 0.892 0.979
N -1.555 -0.157 0.048
O -2.181 -1.099 0.540
H -0.819 -0.819 -3.012
H -0.983 -1.982 -1.841
H 0.179 1.149 -2.369
C 1.210 -1.306 -0.126
N 1.628 -0.482 0.718
C 1.204 -0.830 2.070
H 0.557 -2.169 0.068
H 1.419 -1.078 -1.090
H 0.701 -1.890 2.220
H 2.144 -0.916 2.810
H 0.448 -0.048 2.538
```

The gap between HOMO and LUMO (alpha / beta) comes out at 7.8 / 7.8 eV. The LUMO energy (alpha / beta) is -0.8 / -0.8 eV. The structure (SMILES) is Nc1cc(I)c(=O)o[n+]1[O-].C=NC. The energy relative to the best compared isomer or geometry (same formula, charge and spin) comes out at 9.5 kcal/mol. The value obtained for the HOMO energy (alpha / beta) is -0.3141 / -0.3141 Ha. As for the multiplicity: 1.

***

DFT (wB97M-V/def2-TZVPD) results for the molecule C4H3FS.

```
9
C4H3FS (wB97M-V/def2-TZVPD)
C -2.093 -0.797 -0.081
C -1.037 -0.243 -0.066
C 0.190 0.518 -0.279
F -0.056 1.924 0.015
C 1.362 0.000 0.468
S 2.832 -0.198 -0.173
H -2.942 -1.457 -0.067
H 0.503 0.455 -1.388
H 1.239 -0.204 1.571
```

The gap between HOMO and LUMO comes out at 8.3 eV. The LUMO energy is -1.1 eV. The structure (SMILES) is C#C[C@@H](F)C=S. The energy relative to the best compared isomer or geometry (same formula, charge and spin) comes out at 55.2 kcal/mol. The value obtained for the HOMO energy is -0.3473 Ha. As for the multiplicity: 1.

***

DFT (wB97M-V/def2-TZVPD) results for a cluster of 2 separate species, C8H22BNOPS in total.

```
35
C8H22BNOPS (wB97M-V/def2-TZVPD)
C -0.396 0.604 1.648
C -1.766 1.377 1.149
S -3.208 0.270 1.633
C -3.991 -0.339 -0.001
B -3.849 -1.964 -0.202
P -2.104 -2.576 -0.700
C -1.113 -1.280 -1.693
C -1.123 -3.304 0.767
H -0.306 0.716 2.831
H -0.362 -0.526 1.336
H 0.504 1.165 1.123
H -1.739 1.409 -0.025
H -1.848 2.484 1.529
H -3.663 0.306 -0.925
H -5.157 -0.124 0.142
H -4.200 -2.556 0.777
H -4.594 -2.321 -1.070
H -1.436 -0.166 -1.515
H 0.046 -1.420 -1.446
H -1.211 -1.587 -2.842
H -0.862 -4.435 0.503
H -1.724 -3.295 1.786
H -0.101 -2.752 0.920
C 2.418 1.456 -1.289
O 1.413 0.895 -0.871
N 3.570 1.677 -0.566
C 4.719 2.351 -1.134
C 3.637 1.221 0.808
H 2.475 1.843 -2.320
H 5.579 1.676 -1.098
H 4.930 3.248 -0.545
H 4.532 2.639 -2.172
H 3.484 0.138 0.831
H 2.839 1.702 1.381
H 4.606 1.465 1.249
```

The gap between HOMO and LUMO comes out at 4.7 eV. The LUMO energy is 2.3 eV. The value obtained for the HOMO energy is -0.0868 Ha. As for the charge: -1. As for the multiplicity: 1.

***

DFT (wB97M-V/def2-TZVPD) results for a structure of composition C26H32GdN2OP2.

```
64
C26H32GdN2OP2 (wB97M-V/def2-TZVPD)
C 3.490 -2.029 -1.309
C 2.750 -1.228 -0.441
C 1.890 -0.243 -1.012
C 1.722 -0.177 -2.403
C 2.402 -1.066 -3.242
C 3.318 -1.964 -2.699
C 0.641 0.725 -2.912
C 0.468 1.952 -2.073
C 0.670 1.809 -0.690
C 0.309 2.864 0.203
C -0.163 4.046 -0.357
C -0.366 4.188 -1.736
C -0.078 3.127 -2.590
H 4.216 -2.715 -0.878
H 2.215 -1.026 -4.315
H 3.907 -2.615 -3.345
H 0.805 0.981 -3.963
H -0.377 4.884 0.312
H -0.732 5.134 -2.139
H -0.259 3.195 -3.665
N 1.111 0.579 -0.194
Gd -0.743 -0.648 0.616
C 2.837 -1.389 1.059
H 2.991 -0.413 1.544
H 3.668 -2.060 1.311
C 0.489 2.707 1.696
H 1.527 2.415 1.918
H 0.273 3.665 2.187
P 1.298 -2.118 1.844
P -0.593 1.418 2.507
C -2.088 2.421 2.840
H -2.806 1.793 3.382
H -1.831 3.296 3.451
H -2.541 2.748 1.895
C 0.182 1.369 4.165
H 0.043 2.328 4.683
H -0.295 0.574 4.750
H 1.254 1.150 4.079
C 1.460 -3.842 1.257
H 2.457 -4.229 1.507
H 0.691 -4.452 1.749
H 1.313 -3.888 0.171
C 1.840 -2.264 3.575
H 0.984 -2.599 4.173
H 2.649 -3.004 3.655
H 2.184 -1.294 3.955
C -1.830 -1.356 2.784
O -2.445 -1.696 3.698
H -0.320 0.142 -2.834
C -3.169 1.719 -1.304
C -2.971 0.349 -1.817
C -3.490 -0.225 -2.989
C -3.073 -1.578 -3.013
C -2.315 -1.798 -1.847
C -1.684 -3.053 -1.370
N -2.257 -0.617 -1.114
H -2.491 1.942 -0.465
H -4.208 1.860 -0.958
H -2.968 2.459 -2.095
H -4.106 0.308 -3.706
H -3.282 -2.337 -3.757
H -2.346 -3.907 -1.585
H -0.723 -3.245 -1.884
H -1.503 -3.075 -0.269
```

The gap between HOMO and LUMO (alpha / beta) comes out at 6.0 / 3.9 eV. The LUMO energy (alpha / beta) is -3.3 / -5.4 eV. The energy relative to the best compared isomer or geometry (same formula, charge and spin) comes out at 0.0 kcal/mol. The value obtained for the HOMO energy (alpha / beta) is -0.3397 / -0.3428 Ha. As for the charge: +1. As for the multiplicity: 8.

***

no.,maximum force (eV/A),energy (hartree)
1,0.8,-6168.56425
2,4.4,-328.23257
3,1.2,-1739.03392
4,5.4,-857.87778
5,4.3,-2205.41077
6,5.4,-5043.17517
7,1.9,-248.33813
8,0.4,-3357.09089
9,3.9,-920.92549
10,2.4,-652.15290
11,2.6,-1212.31624
12,4.1,-2642.74585